Computed, not measured: a cluster of 14 separate species, C66H124O18 in total at a distorted geometry, with ωB97M-V with the def2-TZVPD basis set.

- energy relative to the best compared isomer or geometry (same formula, charge and spin) (kJ/mol) = 90.6
- multiplicity = 1
- E_HOMO (eV) = -9.28
- frontier orbital gap (hartree) = 0.350
- lowest unoccupied orbital energy (eV) = 0.241

```
208
Properties=species:S:1:pos:R:3:mulliken_charge:R:1
O -1.18223 -4.24438 -1.91224 0.204
O -1.19392 -3.67419 1.92293 -0.184
O -5.84776 -1.69000 -0.21168 -0.358
O 7.34688 3.08402 -2.97768 -0.676
O 3.57598 -3.49986 1.68340 -0.435
O 5.21401 -0.25737 4.21139 -0.418
O 4.98612 0.34679 2.05376 -0.499
O 2.17000 2.02411 -2.45064 -0.105
O 5.27678 -6.15013 -1.17939 -0.655
O 3.00253 -6.14078 -0.69389 -0.450
O 2.30271 4.27009 -2.51760 -0.429
O -1.67230 -1.70131 -6.74963 -0.350
O -5.06427 -3.80671 -0.84358 -0.606
O -0.01545 -5.61739 1.84112 -0.682
O -3.23676 -0.97718 -5.45634 -0.688
O 4.06034 -4.05582 3.83291 -0.105
O -0.99444 -3.79258 -4.08328 -0.703
O 6.33645 1.43447 -1.89916 -0.397
C 1.89485 -5.26055 -0.92753 0.776
C -5.56495 -2.72641 -1.11285 0.466
C -5.35261 2.75404 2.14334 0.451
C -0.76704 -1.06717 -0.18640 1.304
C 4.07273 -0.80307 -4.40564 0.787
C 4.40652 -6.28190 3.76505 -0.910
C -5.99883 -2.22951 -2.49014 -0.101
C -0.87348 1.41333 6.22529 -0.354
C 4.96213 -4.44594 -5.83237 -0.191
C -1.22544 2.57107 9.95526 -1.286
C 2.38566 -4.25294 -2.01065 -0.030
C -2.29827 1.58500 0.15085 0.086
C -2.19914 -0.87202 -0.74480 -0.536
C -0.24048 -4.52770 2.39342 0.729
C -1.34264 2.20303 7.50098 -0.835
C 6.51001 2.73715 -2.13831 0.405
C -3.65777 8.32410 0.45555 -1.001
C -0.14318 -2.50311 3.70882 0.132
C -0.85655 -0.48968 -4.99563 1.267
C -2.30869 7.79334 0.08289 -0.387
C -2.05333 -1.06770 -5.70877 0.336
C 0.16419 3.40892 -3.13078 0.739
C -4.92705 1.29185 2.54471 -0.726
C 0.22732 -0.74318 -6.01241 0.126
C -7.28228 4.29304 1.19991 -1.117
C -7.08948 6.55084 0.13652 -1.505
C -2.79608 -6.03503 -1.91439 -0.935
C 3.95259 -2.18247 -5.18964 -0.342
C -0.80889 1.66233 8.81923 -0.356
C 3.86647 -4.31437 -1.94882 0.694
C 3.86959 -4.34177 2.54574 0.052
C -0.36375 4.55476 1.26754 0.493
C -1.56212 -4.35798 -3.13554 0.143
C -6.67536 2.86474 1.31820 -0.331
C 0.25647 4.82484 -3.57557 -0.984
C 0.97324 3.71264 1.02057 -0.544
C -1.48255 -2.62996 2.88573 -0.453
C 1.50659 5.38742 -2.86862 -0.417
C -2.63452 0.59876 -0.99630 -0.567
C -0.59470 1.38966 3.71221 1.628
C 5.08723 2.61773 -0.28555 0.245
C 1.78077 -0.78328 -0.54093 -1.262
C 4.62070 -5.07458 4.61556 -0.435
C 5.48621 3.56828 -1.38298 -0.028
C 4.43873 -0.91716 5.20691 -0.457
C 1.63279 3.11009 -2.67660 -0.065
C 6.25141 -5.22674 -5.98005 -1.424
C 4.50217 -0.01832 3.13143 0.038
C 0.35882 -0.52975 -1.12331 2.213
C 5.37287 1.22308 -0.92092 0.287
C -2.73450 -5.26462 -3.26468 -0.344
C 4.24149 -5.75238 2.35071 0.062
C -1.95000 -5.07378 -1.04127 0.275
C 3.05061 -0.28275 3.43076 1.601
C -7.07765 -1.20921 -2.13349 -0.944
C 4.39479 0.37568 -5.34304 -1.531
C -2.01018 6.47697 0.78681 -0.309
C -0.32373 -1.86307 -6.88757 -0.454
C 2.97036 -0.72971 4.90786 0.298
C 4.15607 -5.63994 -1.23628 0.282
C 0.36342 -3.99338 3.71610 0.067
C -1.19804 2.06274 4.92192 -0.853
C -6.68557 -0.65243 -0.74609 0.158
C 5.24041 -2.96480 -5.43610 -1.129
C -6.49893 5.14772 0.21430 0.557
C -0.61021 5.86342 0.51945 -0.281
H -2.36346 -7.02802 -2.03652 0.313
H -7.06253 7.07489 1.09190 0.324
H 2.50672 -0.61012 -1.33536 -0.184
H 4.04232 -5.21788 5.52827 0.320
H -0.99280 3.22471 7.35300 0.369
H 2.48550 -1.70534 4.94177 -0.154
H 4.02728 2.72972 -0.05737 -0.444
H 6.01397 -6.17893 -6.45444 0.380
H 4.70819 3.78288 -2.11559 -0.169
H 4.55096 -4.35073 -6.83734 0.386
H -7.54166 -0.64773 -0.07141 0.412
H 4.27983 -4.24967 -2.95532 -0.670
H -6.57875 4.71081 -0.78112 0.251
H -1.87753 -1.71172 2.45107 -0.062
H -8.28727 4.18176 0.79283 0.370
H 0.33491 0.90130 4.00449 -0.198
H 2.16345 5.99450 -3.49158 0.411
H -2.63219 5.64330 0.46092 -0.087
H -2.25259 0.96611 -1.94882 0.026
H 1.20379 2.97729 1.79142 0.122
H -2.42188 1.16881 1.15065 -0.284
H 3.42632 -6.26288 1.83789 0.058
H 5.83931 -3.09917 -4.53535 0.323
H -0.67343 5.37386 -3.42736 0.363
H 1.98948 -0.04054 0.22905 0.568
H -2.86823 2.51262 0.20357 0.577
H -6.59044 7.18955 -0.59226 0.399
H -1.51902 8.51927 0.27665 0.370
H -5.12292 -1.75551 -2.93310 0.110
H -0.23004 -2.03234 4.68808 0.630
H 4.88413 -0.85607 -3.67975 0.478
H 5.70352 0.44815 -0.22937 0.335
H 3.19129 -2.80300 -4.71691 -0.081
H -6.24654 0.33301 -0.90179 -0.158
H -2.30335 2.51890 10.10856 0.321
H -3.82325 -6.15129 -1.56870 0.413
H -4.36736 7.50023 0.53184 -0.022
H 1.21750 5.94260 -1.97626 0.234
H -6.95979 -0.45530 -2.91184 0.353
H -0.68155 3.02243 4.93996 0.299
H -5.66009 0.77215 3.16168 0.576
H -0.69309 -1.10604 -4.11161 -0.980
H -0.96636 3.61568 9.78273 0.314
H -2.28525 -2.92913 3.55973 0.353
H 0.27740 1.58103 8.85751 0.336
H 0.42920 0.10448 -6.66726 0.386
H 0.39685 -0.92785 -2.13730 -1.038
H -0.73551 2.27467 10.88274 0.388
H -6.64677 2.44720 0.31175 -0.139
H 5.91251 -2.44193 -6.11654 0.624
H -2.20056 6.61953 1.85054 0.387
H -0.19434 -1.63352 -7.94524 0.378
H 0.19089 6.55218 0.78771 0.653
H -2.85946 -1.35605 -0.02523 0.459
H 0.39562 4.88975 -4.65470 0.364
H 5.26922 0.20916 -5.97211 0.420
H -0.51305 -2.10742 0.01726 -0.221
H 5.99817 4.46353 -1.03011 0.417
H -3.69742 0.54444 -1.23169 0.350
H -2.57841 -4.37781 -0.48555 0.046
H 1.10282 -5.84269 -1.39860 0.015
H 7.09924 -4.64835 -6.34715 0.345
H -7.40885 2.18037 1.74448 0.543
H 1.45051 -4.02512 3.78905 -0.531
H 4.56319 -0.39211 6.15397 0.440
H 2.02001 -4.51946 -3.00230 0.402
H 1.40465 -4.74887 -0.09928 -0.394
H -3.58996 8.80903 1.42938 0.331
H 2.55079 0.03832 5.55762 0.112
H -8.09040 6.45412 -0.28409 0.435
H 3.45573 -6.76390 3.99258 0.272
H -2.45218 -5.97057 -4.04573 0.398
H -2.25436 2.27121 4.75214 0.314
H 0.21696 0.53491 -1.30897 -0.545
H 5.18760 -5.83444 1.81568 0.332
H -8.12366 -1.49681 -2.02746 0.309
H -4.00023 9.14044 -0.18037 0.442
H -0.96788 0.51286 -4.58256 0.077
H 2.62165 -1.03944 2.77386 -0.474
H 2.48091 0.57752 3.07938 -0.528
H -0.33340 4.75969 2.33768 0.424
H 0.42691 -1.77849 3.12743 -0.349
H -0.49128 2.11043 2.90110 -0.614
H -5.45252 5.03187 0.49661 -0.254
H -2.30998 7.61743 -0.99282 0.226
H -3.62650 -4.65066 -3.38905 0.123
H -1.44856 -5.65977 -0.27104 0.143
H -7.49031 4.73546 2.17412 0.414
H -0.08917 -4.56515 4.52626 0.401
H 3.12719 -0.50809 -3.95063 -0.600
H -1.15018 0.36286 6.31495 0.373
H 2.01087 -3.23537 -1.90022 -0.410
H -0.65006 -0.72534 0.84199 -0.606
H 1.18546 -1.03670 -5.58356 -0.387
H 0.66935 3.15720 0.13331 -0.368
H 0.08740 -2.83984 -6.63262 0.196
H 0.21494 1.46093 6.25947 0.046
H -6.48328 -3.02463 -3.05687 0.410
H 4.67448 -1.97790 5.29271 -0.020
H -1.07822 0.61830 8.97909 0.334
H -4.78638 0.63796 1.68405 -0.029
H -1.17908 0.56914 3.29586 -0.593
H 4.34600 -3.56716 -1.31650 0.201
H 5.66274 2.80814 0.62034 0.375
H -3.93654 1.24074 2.99680 -0.133
H 0.04330 2.76890 -4.00477 0.019
H 3.63168 0.59477 -6.08987 0.297
H 5.24149 -6.97480 3.86903 0.369
H -4.48098 3.20401 1.66807 -0.339
H 3.51440 -1.94406 -6.15879 0.548
H -1.23540 1.80955 0.06151 -0.429
H 4.46889 0.91208 -1.44455 -0.262
H -0.60647 5.61686 -0.54229 -0.320
H 4.22518 -4.92321 -5.18644 0.247
H 1.94061 4.17594 0.82655 0.529
H -2.42057 2.18161 7.66131 0.365
H 4.70561 1.29288 -4.84282 0.237
H -5.53767 3.39677 3.00400 0.344
H -2.23848 -1.43776 -1.67565 -0.006
H 1.97426 -1.74697 -0.06980 0.122
H -1.18253 3.87066 1.04460 -0.748
H 5.66150 -4.89857 4.88734 0.370
H -0.43019 3.27610 -2.22681 -0.078
H 6.67458 -5.51745 -5.01853 0.330
```